A 2-piece molecular cluster, H3PS overall in a non-equilibrium geometry, computed with the ωB97M-V functional and the def2-TZVPD basis.

Values from the calculation:
Kohn-Sham gap (spin up / spin down)   6.2 / 6.2 eV
Spin multiplicity   1
HOMO level (spin up / spin down)   -9.05 / -9.05 eV

Element x y z (Å)
P1 1.38474 -0.31090 -0.34641
S1 -1.81464 0.53781 -0.28957
H1 0.72715 -0.33214 0.75420
H2 2.00699 0.83006 -0.08275
H3 -2.30425 -0.72482 -0.03547


A 2-piece molecular cluster, H3S3 overall, computed with the ωB97M-V functional and the def2-TZVPD basis.

Values from the calculation:
Kohn-Sham gap   6.3 eV
Spin multiplicity   1
HOMO level   -2.72 eV
Total charge   -1

Element x y z (Å)
S1 1.93294 -1.09123 0.16831
H1 2.51514 0.09537 0.35942
S2 -1.63798 1.06898 0.62778
S3 0.63580 -0.67149 -1.38362
H2 -2.67675 0.23351 0.49612
H3 -0.76915 0.36486 -0.26800


A 20-piece molecular cluster, H41O20 overall in a non-equilibrium geometry, computed with the ωB97M-V functional and the def2-TZVPD basis.

Values from the calculation:
Kohn-Sham gap (spin up / spin down)   2.2 / 10.4 eV
Spin multiplicity   2
HOMO level (spin up / spin down)   -2.03 / -10.41 eV

Element x y z (Å)
O1 -0.80774 -5.28847 -0.94648
H1 0.34992 1.25311 0.33027
O2 1.55059 -4.89578 1.43994
H2 1.85867 -5.69651 1.01491
H3 -1.18361 -3.56674 3.19531
O3 -3.07832 2.80250 -1.60200
H4 -3.35569 3.13390 -2.46110
H5 -2.72951 1.90358 -1.72395
O4 0.42564 -0.79040 4.80666
H6 0.02750 -0.65576 5.67771
H7 -0.01052 -1.42294 -2.06291
O5 -0.71436 3.61006 -0.93279
H8 2.64744 3.25872 1.99714
H9 1.37403 -0.87770 4.96567
O6 2.63260 3.30218 1.03324
H10 1.72801 4.40968 -2.14866
H11 -1.55688 3.14008 -1.23864
O7 -4.60382 -2.70038 1.89386
H12 -0.56515 2.71898 0.04992
H13 0.93253 5.75750 -1.57935
O8 0.92391 -0.04935 2.44695
H14 1.89503 -0.23520 2.38696
H15 1.17325 0.50746 3.20638
O9 1.60290 1.14280 -0.54543
H16 2.41009 1.51968 -0.18661
H17 0.02202 3.63082 -1.56119
O10 -4.77444 -0.08318 -1.13191
H18 -5.56705 -0.52309 -0.80726
H19 -4.21439 0.07312 -0.35720
O11 1.87821 -1.47413 -2.62193
H20 2.63495 -2.01811 -2.34090
H21 -3.83258 -2.71920 2.47078
O12 3.97126 0.37128 1.37631
H22 4.07533 1.29935 1.13740
H23 3.90656 -0.13233 0.55622
O13 -2.24035 1.09466 -4.41194
H24 -2.27689 2.00012 -4.74534
H25 -3.16764 0.82024 -4.40810
O14 2.79753 -2.82428 -0.17544
H26 0.61965 -4.92758 1.66740
H27 3.10522 -2.86080 0.74408
O15 -0.41209 1.79551 0.70481
H28 1.88622 -1.87265 -3.51245
H29 -1.34917 -5.90133 -0.46145
O16 0.08620 -1.00936 -1.20244
H30 4.77368 1.71436 -2.67558
H31 -0.72287 -1.23225 -0.71956
O17 4.09355 1.40331 -2.08483
H32 3.77851 0.52518 -2.31464
H33 1.91512 -3.15873 0.06336
O18 1.06214 5.08559 -2.25015
H34 -0.43960 -5.75784 -1.70215
H35 -5.02624 -1.84166 1.86090
O19 -1.41362 -2.63672 3.21517
H36 -1.26450 1.32829 0.80909
H37 -0.77089 -2.10949 3.70984
O20 -3.09389 1.27689 0.82441
H38 -3.76624 1.96968 0.69630
H39 -2.89592 1.41602 1.77244
H40 2.96743 4.13991 0.70795
H41 1.72210 0.20120 -0.71272


H41O20 as an isolated structure in a non-equilibrium geometry, computed with the ωB97M-V functional and the def2-TZVPD basis.

Values from the calculation:
Kohn-Sham gap   10.0 eV
Spin multiplicity   1
HOMO level   -12.49 eV
Total charge   +1

Element x y z (Å)
O1 1.70147 -1.31172 -0.62038
H1 2.66328 -1.23380 -0.44481
O2 -0.63675 1.92970 0.05793
H2 -0.37541 2.53283 -0.68108
H3 -0.35955 2.44867 0.82714
O3 2.97582 -0.56084 2.97775
H4 3.76228 -0.41344 3.55448
H5 2.55360 0.28953 3.14671
O4 -0.95004 3.91748 -1.76255
H6 -1.24427 4.82458 -1.88335
H7 -0.03243 4.04178 -2.05234
O5 -0.16027 4.47795 0.94739
H8 0.80126 1.81416 -2.70260
H9 -0.00023 4.64043 1.87881
O6 0.43398 1.15154 -2.13395
H10 2.34156 -0.00519 -3.65764
H11 1.14284 0.61280 -1.76747
O7 3.18046 -0.04213 -4.11100
H12 3.58531 0.81483 -4.15371
H13 -1.99016 1.99110 2.42029
O8 -1.23283 -2.99205 -0.59877
H14 -1.99649 -2.40025 -0.44673
H15 -0.82248 -2.75244 -1.43542
O9 -2.06050 -4.08502 2.41190
H16 -2.51824 -3.24728 2.67293
H17 -0.82492 5.14069 0.73931
O10 -2.32594 -0.59514 0.03045
H18 -2.91696 0.04666 -0.40256
H19 -1.50446 -0.20019 -0.28691
O11 0.68948 -1.68230 1.87427
H20 1.61370 -1.83875 2.18208
H21 0.85033 -1.30921 0.98302
O12 2.93749 2.91437 2.28032
H22 3.37639 3.74503 2.47502
H23 2.55451 2.91358 1.40419
O13 2.29747 3.16683 -3.22948
H24 2.58975 2.51969 -3.87793
H25 2.36821 3.94878 -3.87994
O14 -4.94454 -0.73256 -2.82775
H26 -4.48903 -1.18625 -2.10183
H27 -4.70265 -1.35201 -3.53523
O15 0.57209 -4.13129 1.88179
H28 0.77554 -2.91114 1.68111
H29 0.50596 -4.28679 0.90406
O16 -3.81640 -2.18785 2.23414
H30 -4.59021 -2.12694 2.80376
H31 -3.43514 -1.26339 2.13785
O17 1.77841 -2.59185 -3.27868
H32 2.18461 -3.48022 -3.35102
H33 2.37920 -2.12646 -3.87594
O18 -2.58184 2.70732 2.65422
H34 -0.50251 -4.24331 1.93212
H35 -2.22633 3.07957 3.46701
O19 4.54664 -1.32919 -1.23532
H36 5.36622 -0.89708 -0.99852
H37 4.47806 -2.22461 -0.87104
O20 -4.25001 0.45468 3.12580
H38 -5.18258 0.41143 3.29720
H39 -3.80114 1.31762 3.06317
H40 1.94107 -1.80830 -1.41881
H41 -2.47270 -4.30463 1.57653


Please write out number 3 again, unchanged.
A 20-piece molecular cluster, H41O20 overall in a non-equilibrium geometry, computed with the ωB97M-V functional and the def2-TZVPD basis.

Values from the calculation:
Kohn-Sham gap (spin up / spin down)   2.2 / 10.4 eV
Spin multiplicity   2
HOMO level (spin up / spin down)   -2.03 / -10.41 eV

Element x y z (Å)
O1 -0.80774 -5.28847 -0.94648
H1 0.34992 1.25311 0.33027
O2 1.55059 -4.89578 1.43994
H2 1.85867 -5.69651 1.01491
H3 -1.18361 -3.56674 3.19531
O3 -3.07832 2.80250 -1.60200
H4 -3.35569 3.13390 -2.46110
H5 -2.72951 1.90358 -1.72395
O4 0.42564 -0.79040 4.80666
H6 0.02750 -0.65576 5.67771
H7 -0.01052 -1.42294 -2.06291
O5 -0.71436 3.61006 -0.93279
H8 2.64744 3.25872 1.99714
H9 1.37403 -0.87770 4.96567
O6 2.63260 3.30218 1.03324
H10 1.72801 4.40968 -2.14866
H11 -1.55688 3.14008 -1.23864
O7 -4.60382 -2.70038 1.89386
H12 -0.56515 2.71898 0.04992
H13 0.93253 5.75750 -1.57935
O8 0.92391 -0.04935 2.44695
H14 1.89503 -0.23520 2.38696
H15 1.17325 0.50746 3.20638
O9 1.60290 1.14280 -0.54543
H16 2.41009 1.51968 -0.18661
H17 0.02202 3.63082 -1.56119
O10 -4.77444 -0.08318 -1.13191
H18 -5.56705 -0.52309 -0.80726
H19 -4.21439 0.07312 -0.35720
O11 1.87821 -1.47413 -2.62193
H20 2.63495 -2.01811 -2.34090
H21 -3.83258 -2.71920 2.47078
O12 3.97126 0.37128 1.37631
H22 4.07533 1.29935 1.13740
H23 3.90656 -0.13233 0.55622
O13 -2.24035 1.09466 -4.41194
H24 -2.27689 2.00012 -4.74534
H25 -3.16764 0.82024 -4.40810
O14 2.79753 -2.82428 -0.17544
H26 0.61965 -4.92758 1.66740
H27 3.10522 -2.86080 0.74408
O15 -0.41209 1.79551 0.70481
H28 1.88622 -1.87265 -3.51245
H29 -1.34917 -5.90133 -0.46145
O16 0.08620 -1.00936 -1.20244
H30 4.77368 1.71436 -2.67558
H31 -0.72287 -1.23225 -0.71956
O17 4.09355 1.40331 -2.08483
H32 3.77851 0.52518 -2.31464
H33 1.91512 -3.15873 0.06336
O18 1.06214 5.08559 -2.25015
H34 -0.43960 -5.75784 -1.70215
H35 -5.02624 -1.84166 1.86090
O19 -1.41362 -2.63672 3.21517
H36 -1.26450 1.32829 0.80909
H37 -0.77089 -2.10949 3.70984
O20 -3.09389 1.27689 0.82441
H38 -3.76624 1.96968 0.69630
H39 -2.89592 1.41602 1.77244
H40 2.96743 4.13991 0.70795
H41 1.72210 0.20120 -0.71272


Please write out number 1 again, unchanged.
A 2-piece molecular cluster, H3PS overall in a non-equilibrium geometry, computed with the ωB97M-V functional and the def2-TZVPD basis.

Values from the calculation:
Kohn-Sham gap (spin up / spin down)   6.2 / 6.2 eV
Spin multiplicity   1
HOMO level (spin up / spin down)   -9.05 / -9.05 eV

Element x y z (Å)
P1 1.38474 -0.31090 -0.34641
S1 -1.81464 0.53781 -0.28957
H1 0.72715 -0.33214 0.75420
H2 2.00699 0.83006 -0.08275
H3 -2.30425 -0.72482 -0.03547


Question: Which of these has the highest spin multiplicity?
Answer: number 3


Please write out number 2 again, unchanged.
A 2-piece molecular cluster, H3S3 overall, computed with the ωB97M-V functional and the def2-TZVPD basis.

Values from the calculation:
Kohn-Sham gap   6.3 eV
Spin multiplicity   1
HOMO level   -2.72 eV
Total charge   -1

Element x y z (Å)
S1 1.93294 -1.09123 0.16831
H1 2.51514 0.09537 0.35942
S2 -1.63798 1.06898 0.62778
S3 0.63580 -0.67149 -1.38362
H2 -2.67675 0.23351 0.49612
H3 -0.76915 0.36486 -0.26800